Here is a single C11H10Cl2 molecule from the Open Molecules 2025 dataset. Energies are from ωB97M-V/def2-TZVPD.

The geometry in XYZ format:
```
23
Properties=species:S:1:pos:R:3:forces:R:3
C -0.054644 -2.568382 0.974944 -3.2 0.6 2.0
C -0.752702 -1.563817 1.441113 -2.8 3.8 -0.6
C -0.610136 0.244974 0.948523 0.0 -4.9 1.9
C 0.147700 0.326024 -0.311428 -1.8 0.1 0.0
C -0.614181 0.329830 -1.498040 3.2 0.3 1.4
C -0.025751 0.436548 -2.697409 4.3 -0.2 1.4
C 1.387353 0.458075 -2.749937 2.4 0.5 -0.6
C 2.164685 0.342760 -1.580050 -1.7 0.1 1.3
C 1.513848 0.305586 -0.318696 -1.5 0.0 -3.9
C -1.821277 0.986193 1.389022 0.2 2.7 -1.4
C -0.515100 1.124754 2.157295 0.8 0.3 -2.1
Cl 0.558408 2.521180 1.825526 -0.6 -0.1 0.8
Cl -0.331131 0.326164 3.671075 0.1 0.4 0.7
H -0.381884 -3.551278 1.107452 -0.6 -1.4 0.5
H 0.842967 -2.492055 0.588890 4.3 0.8 -2.4
H -1.795953 -1.653756 1.937256 1.9 -0.1 -0.8
H -1.612228 0.343402 -1.533193 -3.8 -0.1 0.7
H -0.586981 0.489750 -3.523144 -1.9 0.3 -3.1
H 2.038252 0.666195 -3.678865 -1.7 -0.6 1.2
H 3.228062 0.298713 -1.438149 0.5 0.2 -1.1
H 1.987122 0.278091 0.573278 1.8 -0.1 2.6
H -2.238426 1.864314 0.724330 1.0 -1.7 1.6
H -2.528002 0.486736 1.990207 -1.0 -0.7 0.2
```
Positions in Å, forces in eV/Å.

HOMO-LUMO gap: 9.716 eV
E_LUMO: 0.8 eV
highest occupied orbital energy: -8.93 eV
SMILES: C=C[C@@]1(c2ccccc2)CC1(Cl)Cl
net charge: 0
relative energy (zero: lowest compared OMol25 entry of this formula, charge and spin): 64.6 kcal/mol

Here is a 2-piece molecular cluster, C14H16 overall from the Open Molecules 2025 dataset. Energies are from ωB97M-V/def2-TZVPD.

The geometry in XYZ format:
```
30
Properties=species:S:1:pos:R:3:forces:R:3
C 1.799090 1.456252 0.056063 0.1 0.6 -0.8
C 1.901051 0.461532 1.172164 0.1 0.8 -0.1
C 0.768633 -0.191638 1.672250 2.1 -0.1 -0.9
C 1.012546 -1.431263 2.281085 -1.1 0.1 -0.4
C 2.289965 -1.975817 2.381433 -0.3 0.2 -0.3
C 3.381509 -1.152219 2.131036 0.2 1.0 0.6
C 3.173102 0.132175 1.634943 -0.2 -1.1 -0.5
H 2.273948 1.149418 -0.886734 0.0 -0.8 0.3
H 2.354972 2.388048 0.195671 -0.5 0.2 0.6
H 0.769184 1.617238 -0.261380 -0.1 0.4 0.4
H -0.154356 0.239544 1.311334 -0.5 -0.6 0.5
H 0.125075 -1.996988 2.542897 0.2 -0.3 0.1
H 2.401501 -3.044130 2.501661 0.1 0.0 0.7
H 4.405403 -1.381769 2.399950 -0.1 -0.6 -0.2
H 4.025075 0.757549 1.399407 0.0 0.0 -0.1
C -1.924201 2.394886 -0.992534 0.1 -0.4 0.5
C -2.038462 0.916259 -1.230710 1.4 -1.0 -1.6
C -2.730912 0.011192 -0.435353 0.5 1.5 0.4
C -2.826267 -1.367862 -0.663568 -0.2 2.1 0.4
C -2.181836 -1.866027 -1.780867 -0.3 -0.2 1.4
C -1.454042 -0.982462 -2.577340 0.1 -1.8 -0.5
C -1.347041 0.359490 -2.335510 -0.8 0.2 0.3
H -2.063711 2.585553 0.072498 -0.5 0.4 -0.1
H -2.628911 2.906204 -1.647933 -0.1 0.3 0.4
H -0.928197 2.783803 -1.208940 0.0 -0.2 -0.3
H -3.074542 0.520324 0.461868 -0.7 -0.7 0.2
H -3.448378 -1.802007 0.109847 0.3 -1.1 -0.4
H -2.156659 -2.945949 -1.859550 0.0 0.1 -0.7
H -0.950461 -1.480405 -3.399417 0.2 0.5 -0.2
H -0.773077 0.939071 -3.044271 0.1 0.3 0.2
```
Positions in Å, forces in eV/Å.

HOMO-LUMO gap: 9.610 eV
E_LUMO: 0.9 eV
highest occupied orbital energy: -8.69 eV
SMILES: Cc1ccccc1.Cc1ccccc1
net charge: 0
relative energy (zero: lowest compared OMol25 entry of this formula, charge and spin): 29.2 kcal/mol